A 2-piece molecular cluster, C3H9N3O overall in a non-equilibrium geometry. Source: OMol25; level of theory: ωB97M-V/def2-TZVPD.

Geometry (Å):
C: -0.90833 -1.80652 -0.58124
N: 0.77998 -0.71384 0.73559
C: -0.42392 -0.59636 0.15733
N: 1.43170 0.35200 1.06940
N: -0.76465 1.64582 0.90014
C: -1.22896 0.50815 0.35939
O: 1.84201 0.61622 -1.87828
H: 1.80286 1.56496 -2.03343
H: 1.81936 0.44096 -0.87711
H: 2.18951 0.07301 1.70028
H: -1.41233 2.26314 1.36782
H: 0.21416 1.53874 1.23603
H: -2.29242 0.43902 0.16031
H: -0.61005 -1.73391 -1.62806
H: -1.99163 -1.89317 -0.52549
H: -0.44729 -2.69822 -0.16267

Calculated values
F_max ... 0.045 Eh/bohr
Calculated total energy ... -359.1505 Eh
Total charge ... 0
HOMO level ... -8.233 eV
Energy relative to the best compared isomer or geometry (same formula, charge and spin) ... 59.0 kcal/mol

Calculated atomic charges, method natural (NBO), unit e:
1 C -0.620
2 N -0.143
3 C -0.017
4 N -0.549
5 N -0.752
6 C 0.098
7 O -0.974
8 H 0.468
9 H 0.485
10 H 0.339
11 H 0.387
12 H 0.423
13 H 0.199
14 H 0.224
15 H 0.205
16 H 0.228


One molecule with the formula C3H9N3O. Source: OMol25; level of theory: ωB97M-V/def2-TZVPD.

Geometry (Å):
C: 0.87477 -2.38651 -0.88890
C: -1.51738 2.02706 0.06888
N: 0.48479 0.77715 -0.29284
N: -0.05786 2.00647 0.13381
C: 0.58505 -0.24547 0.51942
O: 1.46155 -1.12124 -0.52239
N: 0.41027 -0.78139 1.63842
H: 1.26216 -0.23131 -1.14181
H: 0.26719 2.21614 1.07533
H: -0.30226 -0.33724 2.20543
H: 0.78323 -2.96952 0.02461
H: -0.10772 -2.23125 -1.33866
H: 1.55032 -2.87459 -1.58965
H: -1.82301 1.91471 -0.97194
H: -1.86462 2.99949 0.42243
H: -2.00649 1.23749 0.65786

Calculated values
F_max ... 0.018 Eh/bohr
Calculated total energy ... -359.0743 Eh
Total charge ... 0
HOMO level ... -8.270 eV
Energy relative to the best compared isomer or geometry (same formula, charge and spin) ... 106.8 kcal/mol

Calculated atomic charges, method natural (NBO), unit e:
1 C -0.259
2 C -0.417
3 N -0.571
4 N -0.451
5 C 0.670
6 O -0.572
7 N -0.820
8 H 0.537
9 H 0.336
10 H 0.376
11 H 0.221
12 H 0.190
13 H 0.200
14 H 0.199
15 H 0.201
16 H 0.162


One molecule with the formula C3H9N3O in a non-equilibrium geometry. Source: OMol25; level of theory: ωB97M-V/def2-TZVPD.

Geometry (Å):
C: -1.65470 -0.78945 0.34182
C: 1.73970 0.78992 0.29953
N: 0.65122 0.01882 0.88605
C: -0.24703 -0.56534 -0.05943
N: 0.31758 -1.50424 -0.97107
O: -1.39615 1.55360 -0.15582
N: -1.32559 0.21713 -0.66113
H: -1.93510 2.02088 -0.80526
H: 0.12944 0.60832 1.52652
H: 0.89256 -2.16662 -0.46405
H: 0.88475 -1.04056 -1.67108
H: -1.97623 -0.43990 1.31352
H: -2.18142 -1.64055 -0.06028
H: 2.33348 1.20622 1.11048
H: 1.39198 1.60704 -0.34422
H: 2.37552 0.12473 -0.28558

Calculated values
F_max ... 0.025 Eh/bohr
Calculated total energy ... -359.1162 Eh
Total charge ... 0
HOMO level ... -8.609 eV
Energy relative to the best compared isomer or geometry (same formula, charge and spin) ... 80.4 kcal/mol

Calculated atomic charges, method natural (NBO), unit e:
1 C -0.293
2 C -0.420
3 N -0.626
4 C 0.345
5 N -0.824
6 O -0.608
7 N -0.158
8 H 0.481
9 H 0.371
10 H 0.369
11 H 0.364
12 H 0.205
13 H 0.217
14 H 0.205
15 H 0.182
16 H 0.189


A 2-piece molecular cluster, C3H9N3O overall in a non-equilibrium geometry. Source: OMol25; level of theory: ωB97M-V/def2-TZVPD.

Geometry (Å):
C: 0.18021 1.74934 0.22471
C: 0.64145 0.48042 -0.43077
C: -1.74900 -0.78898 -0.37845
N: -2.66255 0.02492 0.00010
O: 1.01635 0.37876 -1.58569
H: -2.58720 0.21811 1.00540
H: -1.77824 -1.17236 -1.41174
H: -0.34343 1.55695 1.16364
H: 1.04712 2.38775 0.41826
H: -0.50076 2.27006 -0.44997
N: 0.89109 -0.61505 0.53519
N: 1.71894 -1.67605 0.08804
H: 2.58414 -1.27061 -0.27849
H: 1.01278 -0.36322 1.51505
H: -0.73444 -1.12986 0.33518
H: 1.26353 -2.05017 -0.75047

Calculated values
F_max ... 0.084 Eh/bohr
Calculated total energy ... -359.1227 Eh
Total charge ... 0
HOMO level ... -8.916 eV
Energy relative to the best compared isomer or geometry (same formula, charge and spin) ... 76.4 kcal/mol

Calculated atomic charges, method natural (NBO), unit e:
1 C -0.728
2 C 0.697
3 C -0.110
4 N -0.631
5 O -0.572
6 H 0.320
7 H 0.162
8 H 0.220
9 H 0.248
10 H 0.257
11 N -0.533
12 N -0.632
13 H 0.346
14 H 0.392
15 H 0.204
16 H 0.359


A 2-piece molecular cluster, C3H9N3O overall in a non-equilibrium geometry. Source: OMol25; level of theory: ωB97M-V/def2-TZVPD.

Geometry (Å):
C: 2.03152 -1.09611 0.19902
N: 1.42845 0.14653 0.63493
C: 0.65037 0.87839 -0.26671
O: 0.10565 2.00831 0.21910
H: 1.28958 0.34630 1.61517
H: 1.14687 1.00744 -1.23797
H: 2.66984 -1.49016 0.98861
H: 2.64636 -0.92195 -0.68839
H: 1.27912 -1.84812 -0.06065
N: -2.20381 0.89198 0.32495
C: -1.86295 -0.11056 -0.36845
N: -2.03364 -1.20713 -0.92550
H: -0.88592 1.77779 0.43327
H: -3.14122 1.25657 0.24372
H: -2.76006 -1.81051 -0.55080
H: -0.36018 0.17124 -0.56030

Calculated values
F_max ... 0.041 Eh/bohr
Calculated total energy ... -359.1159 Eh
Total charge ... 0
HOMO level (alpha / beta) ... -8.459 / -8.459 eV
Energy relative to the best compared isomer or geometry (same formula, charge and spin) ... 80.7 kcal/mol

Calculated atomic charges, method natural (NBO), unit e:
1 C -0.413
2 N -0.642
3 C 0.257
4 O -0.722
5 H 0.395
6 H 0.166
7 H 0.210
8 H 0.192
9 H 0.184
10 N -0.830
11 C 0.585
12 N -0.741
13 H 0.494
14 H 0.408
15 H 0.391
16 H 0.065


A 2-piece molecular cluster, C3H9N3O overall in a non-equilibrium geometry. Source: OMol25; level of theory: ωB97M-V/def2-TZVPD.

Geometry (Å):
C: 0.56521 0.69239 0.18574
C: -1.76725 0.53550 -0.17206
C: -0.44778 -1.47941 -0.14478
N: 0.85454 1.83749 0.48496
N: -0.47570 -0.04235 -0.14200
N: 2.49096 -0.64486 -0.20524
O: 3.49628 0.30437 -0.12883
H: -2.07621 0.92562 0.79175
H: -1.90192 1.47455 -0.83360
H: -2.50337 -0.15297 -0.42896
H: -0.85916 -1.78348 -1.13357
H: 0.63817 -1.85860 -0.07697
H: -1.01720 -1.80640 0.63587
H: 0.36188 2.53847 0.99162
H: 4.16131 0.08053 0.60842
H: 1.94590 -0.24558 -0.98539

Calculated values
F_max ... 0.084 Eh/bohr
Calculated total energy ... -359.0021 Eh
Total charge ... 0
HOMO level (alpha / beta) ... -7.063 / -7.995 eV
Energy relative to the best compared isomer or geometry (same formula, charge and spin) ... 152.1 kcal/mol

Calculated atomic charges, method natural (NBO), unit e:
1 C 0.548
2 C -0.416
3 C -0.400
4 N -0.740
5 N -0.475
6 N -0.355
7 O -0.559
8 H 0.190
9 H 0.208
10 H 0.210
11 H 0.191
12 H 0.257
13 H 0.188
14 H 0.380
15 H 0.468
16 H 0.306


One molecule with the formula C3H9N3O in a non-equilibrium geometry. Source: OMol25; level of theory: ωB97M-V/def2-TZVPD.

Geometry (Å):
C: -1.13717 -0.96563 -0.68084
C: -0.91337 0.48196 1.30039
N: 1.20026 0.16884 -0.22791
N: -0.25520 -0.43218 0.35917
N: 2.11740 -0.67447 0.25499
C: 1.10972 1.33077 -0.88290
O: 0.07815 1.92087 -1.15587
H: 2.50677 -1.22765 -0.52042
H: 0.41120 -1.16188 0.84776
H: 2.12231 1.73453 -1.07307
H: -1.99158 -1.47608 -0.23011
H: -1.47353 -0.13795 -1.30282
H: -0.57241 -1.67165 -1.28731
H: -1.72652 -0.03806 1.81215
H: -0.17728 0.80883 2.03175
H: -1.29873 1.33975 0.75504

Calculated values
F_max ... 0.040 Eh/bohr
Calculated total energy ... -359.0655 Eh
Total charge ... 0
HOMO level ... -7.726 eV
Energy relative to the best compared isomer or geometry (same formula, charge and spin) ... 112.3 kcal/mol

Calculated atomic charges, method natural (NBO), unit e:
1 C -0.427
2 C -0.432
3 N -0.122
4 N -0.350
5 N -0.740
6 C 0.469
7 O -0.672
8 H 0.308
9 H 0.468
10 H 0.148
11 H 0.205
12 H 0.244
13 H 0.221
14 H 0.204
15 H 0.228
16 H 0.248


C3H9N3O as an isolated structure in a non-equilibrium geometry. Source: OMol25; level of theory: ωB97M-V/def2-TZVPD.

Geometry (Å):
C: 1.25206 0.73025 -0.11057
C: 1.21381 -1.82624 -0.44646
N: 0.50606 -0.55714 -0.38205
C: 0.31684 0.23235 0.86053
N: -2.02943 1.68112 -0.33789
O: -1.89949 0.27229 -0.49519
N: -0.07798 0.18714 2.04084
H: -0.79968 -0.30140 -0.90747
H: -3.01229 1.80072 -0.61211
H: -2.02593 2.54434 0.20261
H: -0.85452 -0.46145 2.16240
H: 2.30003 0.60654 0.15010
H: 0.96277 1.57700 -0.72948
H: 0.47144 -2.62271 -0.39988
H: 1.91052 -1.94506 0.38771
H: 1.76577 -1.91774 -1.38308

Calculated values
F_max ... 0.104 Eh/bohr
Calculated total energy ... -358.9568 Eh
Total charge ... 0
HOMO level ... -7.175 eV
Energy relative to the best compared isomer or geometry (same formula, charge and spin) ... 180.5 kcal/mol

Calculated atomic charges, method natural (NBO), unit e:
1 C -0.310
2 C -0.409
3 N -0.490
4 C 0.498
5 N -0.687
6 O -0.678
7 N -0.601
8 H 0.499
9 H 0.325
10 H 0.383
11 H 0.373
12 H 0.221
13 H 0.251
14 H 0.219
15 H 0.195
16 H 0.213